{"formula": "C30H20Cl3NO5S3Ti", "method": "wB97M-V/def2-TZVPD", "elements": ["Ti", "O", "N", "C", "C", "C", "C", "C", "S", "H", "H", "H", "H", "Cl", "C", "C", "C", "Cl", "C", "O", "C", "Cl", "C", "H", "H", "O", "C", "O", "C", "C", "C", "C", "C", "C", "S", "H", "H", "H", "H", "O", "S", "C", "C", "C", "C", "C", "C", "C", "C", "C", "C", "C", "C", "H", "H", "H", "H", "H", "H", "H", "H", "H", "H"], "positions_angstrom": [[-0.41, 1.24, 0.26], [-0.79, 1.36, 2.22], [-1.92, 1.09, 2.86], [-1.87, 1.13, 4.21], [-2.98, 0.91, 4.96], [-4.19, 0.64, 4.29], [-4.22, 0.60, 2.92], [-3.06, 0.83, 2.15], [-3.00, 0.85, 0.46], [-0.88, 1.34, 4.59], [-2.91, 0.94, 6.04], [-5.10, 0.46, 4.85], [-5.13, 0.40, 2.38], [-0.20, 6.64, -4.82], [-0.31, 5.18, -3.86], [-1.00, 5.20, -2.67], [-1.09, 4.04, -1.93], [-1.91, 4.11, -0.40], [-0.51, 2.81, -2.33], [-0.63, 1.70, -1.68], [0.22, 2.89, -3.53], [1.05, 1.46, -4.07], [0.32, 4.03, -4.30], [-1.47, 6.10, -2.31], [0.89, 4.02, -5.22], [3.15, -0.80, -0.22], [2.54, 0.18, 0.16], [1.26, 0.31, -0.02], [3.24, 1.31, 0.87], [4.54, 1.02, 1.27], [5.32, 1.95, 1.95], [4.78, 3.20, 2.22], [3.50, 3.50, 1.81], [2.68, 2.58, 1.12], [1.13, 3.22, 0.60], [4.93, 0.04, 1.04], [6.33, 1.70, 2.25], [5.36, 3.94, 2.74], [3.08, 4.48, 2.01], [-0.87, -1.62, 1.25], [0.24, -2.28, 0.52], [-0.13, -4.04, 0.52], [0.87, -4.94, 0.18], [0.59, -6.29, 0.15], [-0.68, -6.75, 0.50], [-1.67, -5.84, 0.87], [-1.39, -4.48, 0.88], [-0.13, -2.07, -1.22], [-1.43, -1.76, -1.59], [-1.73, -1.64, -2.94], [-0.74, -1.84, -3.89], [0.56, -2.13, -3.50], [0.88, -2.24, -2.15], [1.86, -4.57, -0.07], [1.36, -7.00, -0.12], [-0.90, -7.81, 0.48], [-2.65, -6.20, 1.14], [-2.14, -3.75, 1.18], [-2.18, -1.60, -0.83], [-2.73, -1.37, -3.25], [-0.97, -1.72, -4.94], [1.34, -2.24, -4.24], [1.90, -2.39, -1.82]], "lowdin_spin": [0.9548, 0.0030, 0.0044, 0.0002, 0.0000, 0.0004, -0.0001, 0.0018, -0.0047, 0.0000, 0.0000, 0.0000, 0.0000, 0.0000, -0.0001, 0.0002, 0.0005, 0.0095, 0.0036, 0.0156, -0.0001, 0.0000, 0.0000, 0.0001, 0.0000, 0.0000, 0.0016, 0.0049, 0.0003, 0.0004, -0.0004, 0.0002, -0.0006, 0.0022, -0.0061, 0.0000, 0.0000, 0.0000, -0.0003, 0.0072, 0.0007, 0.0003, 0.0001, 0.0000, 0.0000, 0.0000, 0.0001, 0.0001, 0.0000, -0.0001, 0.0000, 0.0000, 0.0000, 0.0000, 0.0000, 0.0000, 0.0000, 0.0000, 0.0000, 0.0000, 0.0000, 0.0000, 0.0000], "fmax_ha_per_bohr": 0.0258, "lumo_ev": [2.373, 2.371], "energy_ha": -5010.98879, "de_lowest_kcal_mol": 15.4, "multiplicity": 2, "mol_weight_g_mol": 724.92, "total_charge": -1, "orbital_gap_ev": [6.70, 6.84]}